Here is a cluster of 2 separate species, C3H11N3 in total at a distorted geometry from the OMol25 dataset. Energies are from ωB97M-V/def2-TZVPD.

Properties
gap between HOMO and LUMO (spin up / spin down)	8.190 / 6.803	eV
LUMO level (spin up / spin down)	0.94 / 0.94	eV
HOMO level (spin up / spin down)	-7.247 / -5.863	eV

The geometry in ORCA input format:
```
! RIJCOSX wB97M-V def2-TZVPD def2/J DEFGRID3
* xyz 0 1
C 1.037 -0.446 -1.232
C 1.396 0.593 1.144
C -1.759 1.381 0.126
N -1.103 -1.609 -0.076
N 0.779 -0.362 0.192
N -0.474 -0.664 0.559
H 2.133 -0.159 -1.469
H 0.931 -1.490 -1.695
H 0.240 0.066 -1.648
H 0.782 0.692 2.030
H 2.286 0.213 1.607
H 1.641 1.584 0.696
H -0.981 1.920 0.696
H -1.516 0.950 -0.801
H -2.620 1.042 0.657
H -0.765 -1.858 -0.998
H -2.008 -1.855 0.211
*
```

=====

Here is an isolated molecule of C3H8 from the OMol25 dataset. Energies are from ωB97M-V/def2-TZVPD.

Properties
gap between HOMO and LUMO	12.739	eV
LUMO level	1.31	eV
structure (SMILES)	CCC
HOMO level	-11.425	eV

The geometry in ORCA input format:
```
! RIJCOSX wB97M-V def2-TZVPD def2/J DEFGRID3
* xyz 0 1
C -1.208 -0.209 0.410
C 0.016 0.621 0.028
C 1.193 -0.248 -0.434
H -2.059 0.424 0.685
H -0.979 -0.854 1.266
H -1.523 -0.859 -0.415
H 0.316 1.229 0.890
H -0.251 1.330 -0.765
H 1.186 -1.223 0.067
H 2.156 0.224 -0.219
H 1.153 -0.436 -1.513
*
```

=====

Here is an isolated molecule of C16H22ClN3OS at a distorted geometry from the OMol25 dataset. Energies are from ωB97M-V/def2-TZVPD.

Properties
gap between HOMO and LUMO	9.278	eV
LUMO level	0.58	eV
structure (SMILES)	CCCCCC(=O)NNC1=NC[C@H](Cc2cccc(Cl)c2)S1
HOMO level	-8.697	eV

The geometry in ORCA input format:
```
! RIJCOSX wB97M-V def2-TZVPD def2/J DEFGRID3
* xyz 0 1
C 0.080 -0.084 5.275
C 0.268 0.398 3.841
C -0.220 -0.611 2.799
C 0.552 -1.931 2.759
H 0.492 -2.415 3.735
H 0.071 -2.592 2.035
C 2.034 -1.804 2.373
C 2.171 -1.384 0.930
O 2.277 -2.147 -0.008
N 2.216 -0.037 0.745
H 1.910 0.630 1.440
N 2.172 0.473 -0.561
C 1.223 1.397 -0.832
N 0.562 2.028 0.042
C -0.242 3.082 -0.499
H -1.200 3.100 0.025
H 0.267 4.036 -0.313
C -0.450 2.869 -2.015
H -0.408 3.812 -2.561
C -1.764 2.144 -2.353
C -1.970 0.916 -1.512
C -1.322 -0.271 -1.832
C -1.467 -1.381 -1.017
C -2.273 -1.337 0.109
C -2.935 -0.161 0.415
C -2.782 0.957 -0.385
H -3.311 1.866 -0.136
H -3.573 -0.118 1.284
H -2.384 -2.212 0.730
Cl -0.627 -2.841 -1.411
H -0.706 -0.334 -2.715
H -1.745 1.876 -3.411
H -2.585 2.846 -2.190
S 0.995 1.877 -2.537
H 2.343 -0.273 -1.232
H 2.506 -2.782 2.479
H 2.544 -1.095 3.024
H -0.204 -0.142 1.812
H -1.265 -0.845 3.019
H -0.295 1.323 3.700
H 1.322 0.636 3.681
H 0.702 -0.950 5.483
H 0.353 0.702 5.976
H -0.958 -0.355 5.452
*
```

=====

Energy above the lowest of the compared OMol25 structures with the same formula, charge and spin values (in kJ/mol) by entry order: 608.6; 3.5; 5.8.
Energy values (in eV) by entry order: -7753.776; -3240.717; -46825.014.
Molecular weight values (in g mol⁻¹) by entry order: 89.14; 44.10; 339.89.